C25H31N5O2Pt | wB97M-V/def2-TZVPD

Each line ends with the Löwdin charge.
Cartesian coordinates (Å):
1 Pt 0.197 -0.202 0.054  1.23
2 C 1.618 -2.850 0.951  -0.04
3 N 0.424 -2.118 1.425  -0.26
4 C -0.848 -2.893 1.190  -0.14
5 C -0.938 -3.282 -0.350  -0.13
6 C -0.360 -2.523 -1.583  -0.26
7 N -0.600 -1.144 -1.724  -0.08
8 C -0.959 -0.678 -2.906  -0.03
9 C -1.227 0.672 -3.257  -0.08
10 C -1.921 0.924 -4.484  0.02
11 C -2.136 2.204 -4.966  0.01
12 C -1.662 3.335 -4.290  -0.05
13 C -1.033 3.249 -3.099  0.06
14 C -0.892 1.899 -2.528  -0.27
15 O -0.251 1.751 -1.432  -0.05
16 C 0.486 -1.810 2.875  -0.19
17 C -0.264 -0.548 3.309  -0.13
18 C 0.533 0.723 3.005  -0.21
19 N 1.290 0.696 1.804  -0.06
20 C 2.504 1.011 1.944  -0.07
21 C 3.568 0.885 0.967  -0.06
22 C 4.862 1.177 1.420  0.01
23 C 5.954 0.921 0.600  -0.01
24 C 5.875 0.331 -0.671  -0.02
25 C 4.651 -0.089 -1.067  0.06
26 C 3.442 0.145 -0.286  -0.34
27 O 2.397 -0.301 -0.713  -0.02
28 H 2.426 -2.823 1.651  0.09
29 H 1.963 -2.408 0.075  0.03
30 H 1.363 -3.934 0.829  0.12
31 H -1.587 -2.217 1.410  0.06
32 H -0.907 -3.788 1.824  0.14
33 H -2.015 -3.330 -0.597  0.11
34 H -0.579 -4.296 -0.582  0.12
35 H -0.723 -3.232 -2.324  0.12
36 H 0.747 -2.600 -1.724  0.13
37 H -1.287 -1.422 -3.631  0.15
38 H -2.159 0.078 -5.004  0.09
39 H -2.705 2.319 -5.892  0.14
40 H -1.819 4.309 -4.670  0.12
41 H -0.881 4.180 -2.590  0.13
42 H 1.476 -1.657 3.207  0.11
43 H 0.094 -2.651 3.476  0.14
44 H -0.580 -0.648 4.330  0.12
45 H -1.184 -0.569 2.675  0.10
46 H 1.282 1.029 3.709  0.10
47 H -0.192 1.562 2.953  0.13
48 H 2.769 1.241 2.981  0.14
49 H 5.083 1.593 2.378  0.12
50 H 6.925 1.294 0.974  0.14
51 H 6.796 0.224 -1.266  0.14
52 H 4.513 -0.591 -1.984  0.12
53 C -4.248 2.719 1.842  0.02
54 N -3.638 1.669 1.038  -0.10
55 C -4.255 0.521 0.581  -0.04
56 C -3.271 -0.218 0.032  -0.14
57 N -2.047 0.338 0.276  -0.05
58 C -2.318 1.502 0.765  -0.18
59 H -3.936 3.663 1.569  0.07
60 H -4.130 2.521 2.913  0.11
61 H -5.348 2.599 1.626  0.12
62 H -5.357 0.448 0.493  0.15
63 H -3.358 -1.230 -0.421  0.12
64 H -1.626 2.320 0.892  0.14

Properties
Net charge: +2
Orbital gap (spin up / spin down) in eV: 7.51 / 6.60
Spin multiplicity: 5
E in hartree: -1514.1202